Entry 1:
Computed, not measured: a molecular structure, C13H25Li3O6, with wB97M-V/def2-TZVPD.

The geometry in XYZ format:
```
47
Properties=species:S:1:pos:R:3:lowdin_charge:R:1
Li 24.8511 12.9111 13.7323 0.89
Li 22.1523 12.0446 15.3653 0.90
Li 24.8141 13.2915 16.6939 0.79
O 24.6982 9.1871 15.5983 0.22
C 24.4786 10.4490 15.8507 -0.91
O 23.4237 10.7090 16.3906 -0.05
O 25.1241 11.3771 15.3497 -0.11
H 23.8854 9.1365 16.1067 0.11
C 28.5793 15.0490 16.7497 -0.12
C 28.9418 13.5853 17.1670 -0.12
C 27.6112 12.9044 17.4827 -0.17
O 26.6012 13.8968 17.2138 -0.27
C 27.2138 15.2081 17.3251 -0.19
H 28.3402 14.9994 15.6874 0.11
H 29.2578 15.8965 16.8474 0.14
H 29.4744 13.6008 18.1179 0.12
H 29.6575 13.1013 16.5025 0.12
H 27.6242 12.4844 18.4885 0.14
H 27.4810 12.1124 16.7452 0.10
H 27.1819 15.5488 18.3600 0.14
H 26.5553 15.8860 16.7822 0.12
C 25.5695 7.2646 19.9852 -0.16
C 25.8587 7.7511 18.5730 -0.19
C 27.1621 7.0927 18.2481 -0.20
O 27.7500 6.7836 19.5252 -0.15
C 26.7174 6.3548 20.4275 -0.16
H 24.5548 6.8841 20.1020 0.11
H 25.5843 8.1737 20.5863 0.11
H 26.0088 8.8306 18.5544 0.10
H 25.0209 7.5282 17.9123 0.10
H 27.8831 7.7481 17.7595 0.11
H 27.0778 6.1367 17.7313 0.13
H 27.0104 6.5359 21.4616 0.12
H 26.7158 5.2661 20.3740 0.12
C 27.5646 8.6913 13.6961 -0.19
C 28.2571 9.9108 14.1349 -0.18
C 29.4475 9.5593 15.0609 -0.19
O 29.4670 8.1917 14.8736 -0.10
C 28.1793 7.6777 14.6059 -0.20
H 27.7434 8.3258 12.6849 0.12
H 26.4879 8.5405 13.7750 0.10
H 27.5426 10.6522 14.4925 0.07
H 28.5948 10.3982 13.2203 0.11
H 29.5075 9.8716 16.1035 0.11
H 30.2281 10.0985 14.5242 0.12
H 27.5438 7.3339 15.4220 0.10
H 28.3605 6.7162 14.1256 0.13
```

The gap between HOMO and LUMO comes out at 3.25 eV. The multiplicity is 1. The total charge is +2.


Entry 2:
Computed, not measured: C2H6 in the gas phase, with wB97M-V/def2-TZVPD.

The geometry in XYZ format:
```
8
Properties=species:S:1:pos:R:3:lowdin_charge:R:1
C 0.4754 0.2672 -0.5975 -0.15
C -0.4995 -0.2564 0.5168 -0.16
H 0.0973 1.1854 -1.0281 0.05
H 0.6503 -0.5430 -1.2951 0.05
H 1.3885 0.5074 -0.0552 0.05
H -1.0154 -1.1734 0.2506 0.05
H 0.0851 -0.5195 1.3967 0.05
H -1.1816 0.5324 0.8119 0.05
```

The gap between HOMO and LUMO comes out at 13.15 eV. As for the SMILES: CC. The multiplicity is 1.


Entry 3:
Computed, not measured: a molecular structure, C9H30Ag2N9O6, with wB97M-V/def2-TZVPD.

The geometry in XYZ format:
```
56
Properties=species:S:1:pos:R:3:lowdin_charge:R:1
Ag -2.1677 0.5642 -0.9199 0.82
Ag 0.3896 0.0896 -2.9478 0.80
C 0.5564 1.1001 0.1804 -0.30
O 0.1606 0.0045 -0.6036 -0.51
H 1.6068 1.4201 0.1943 0.08
H -0.0125 2.0127 -0.0356 0.03
H 0.3694 0.9280 1.2532 0.06
C -0.2180 5.5796 -1.7052 -0.06
C -1.1406 4.3597 -1.7027 -0.43
C -2.0879 4.3876 -0.5285 -0.19
O -2.1853 3.0643 -0.0247 -0.28
C -2.9910 2.8601 1.1284 -0.09
N -1.7836 4.2607 -3.0391 0.04
H 0.1945 5.7796 -0.7157 0.08
H -0.6835 6.5381 -1.9561 0.09
H 0.5363 5.3868 -2.4664 0.08
H -0.4053 3.5532 -1.6469 0.12
H -3.0707 4.8364 -0.7341 0.14
H -1.7572 5.0485 0.2865 0.13
H -2.5600 3.3932 1.9790 0.10
H -3.1942 1.7938 1.2190 0.08
H -3.9853 3.3179 1.0305 0.10
H -2.5417 4.9451 -3.0042 0.08
H -2.3367 3.4023 -3.0740 0.06
C 0.0821 -0.8654 5.3410 -0.69
O -0.7997 -0.2927 5.9751 0.03
N 0.4660 -2.1340 5.6665 0.15
N 0.6652 -0.3558 4.2320 0.14
H 0.1980 -2.5253 6.5494 0.11
H 1.2128 -2.5472 5.1427 0.08
H 1.5347 -0.7286 3.8997 0.08
H 0.5122 0.6132 4.0133 0.10
C 3.4832 -1.7512 -1.8808 -0.67
O 3.1376 -1.0779 -2.8491 -0.01
N 4.6080 -2.5264 -1.8806 0.16
N 2.7790 -1.8159 -0.7021 0.15
H 5.1706 -2.4453 -2.7123 0.11
H 4.7053 -3.3400 -1.3080 0.10
H 3.2389 -2.2012 0.0960 0.09
H 1.9887 -1.1787 -0.6744 0.05
C -0.4683 -3.0704 -3.2495 -0.68
O -0.7148 -3.2178 -4.4312 0.05
N -1.2317 -2.1834 -2.4937 0.12
N 0.5659 -3.6599 -2.5864 0.18
H -1.9577 -1.7362 -3.0263 0.09
H -1.0587 -2.0671 -1.5096 0.04
H 0.8642 -4.5618 -2.9150 0.12
H 0.7633 -3.4723 -1.6222 0.07
C -0.5480 -3.6954 1.1435 -0.68
O -1.6122 -3.8428 0.5445 0.01
N 0.0751 -2.4967 1.3903 0.16
N 0.1635 -4.7946 1.5119 0.15
H -0.2291 -1.6604 0.9171 0.06
H 0.9761 -2.5752 1.8139 0.07
H 0.9865 -4.7235 2.0805 0.09
H -0.2488 -5.6962 1.3570 0.11
```

The gap between HOMO and LUMO comes out at 6.97 eV. The multiplicity is 1. The total charge is +1.


Entry 4:
Computed, not measured: a molecular structure, C3H9IN3, with wB97M-V/def2-TZVPD.

The geometry in XYZ format:
```
16
Properties=species:S:1:pos:R:3:lowdin_charge:R:1
C -1.9327 -1.3399 -0.5271 -0.05
C -1.0220 -0.6856 0.5329 -0.20
C 1.2526 0.2924 0.4958 -0.70
N 2.3299 2.5235 0.1472 0.06
N 1.2587 2.0693 -0.0729 0.01
N 0.0386 -0.0489 -0.2331 -0.11
I 2.9918 -0.7090 -0.1530 0.95
H -2.2132 -0.6762 -1.3829 0.10
H -1.3342 -2.1665 -0.9420 0.09
H -2.8572 -1.6382 -0.0888 0.08
H -0.7040 -1.4455 1.3127 0.17
H -1.5021 0.0933 1.0239 0.11
H 0.9720 0.2190 1.5673 0.09
H 2.4620 3.4987 -0.0573 0.10
H -0.1597 0.8448 -0.6759 0.14
H 0.4195 -0.8313 -0.9468 0.16
```

The gap between HOMO and LUMO comes out at 9.39 eV. The multiplicity is 1. The total charge is +1.


Entry 5:
Computed, not measured: C5H11NO in the gas phase, with wB97M-V/def2-TZVPD.

The geometry in XYZ format:
```
18
Properties=species:S:1:pos:R:3:lowdin_charge:R:1
C -0.8350 1.0281 -2.1788 -0.11
N -0.4834 -0.2327 -1.5302 -0.05
C -0.8078 -0.3786 -0.1400 -0.38
O -0.9049 0.8185 0.5375 0.01
C 0.2288 -0.1603 0.8649 -0.41
C 1.6665 -0.1240 0.3780 -0.02
C 0.0653 -0.5378 2.3125 -0.03
H -1.9165 1.1797 -2.3149 0.08
H -0.3613 1.0371 -3.1643 0.08
H -0.4511 1.8804 -1.6138 0.08
H -0.8711 -1.0062 -2.0477 0.11
H -1.4916 -1.1921 0.0936 0.15
H 2.3728 0.2489 1.1276 0.08
H 1.7755 0.4011 -0.5691 0.07
H 1.9331 -1.1778 0.1788 0.10
H 0.6951 -1.3797 2.6246 0.09
H 0.3681 0.3388 2.8993 0.09
H -0.9826 -0.7434 2.5421 0.08
```

The gap between HOMO and LUMO comes out at 9.57 eV. As for the SMILES: CN[C@@H]1OC1(C)C. The multiplicity is 1.


Entry 6:
Computed, not measured: 2 unconnected molecules or ions with the total composition C7H12O, with wB97M-V/def2-TZVPD.

The geometry in XYZ format:
```
20
Properties=species:S:1:pos:R:3:lowdin_charge:R:1
C -1.0142 0.0260 1.1089 -0.16
C -2.1250 0.5713 1.6529 0.02
C -0.1393 -0.1717 -1.1088 -0.09
C -0.1802 0.5750 0.0314 -0.28
C 0.7855 1.6741 0.2617 -0.17
C 1.6997 1.6740 1.2304 0.03
C 0.7949 0.2532 -2.2024 -0.09
H -0.8941 -1.0280 1.3612 0.09
H -2.4598 1.5326 1.2967 0.06
H -2.3827 0.1128 2.5996 0.05
H -0.7274 -1.0831 -1.0929 0.09
H 0.5100 2.5560 -0.3266 0.11
H 2.4117 2.4422 1.4553 0.05
H 1.7446 0.6650 1.6586 0.07
H 0.2660 0.6086 -3.1011 0.08
H 1.3139 1.1646 -1.9642 0.05
H 1.5244 -0.5248 -2.3956 0.08
H -0.3602 -3.5487 0.6360 0.04
H -0.1292 -4.0612 -0.8168 0.04
O -0.6388 -3.4383 -0.2842 -0.06
```

The gap between HOMO and LUMO comes out at 9.09 eV. As for the SMILES: C=CC(C=C)=CC.O. The multiplicity is 1.


One value per record, in order, for highest occupied orbital energy: -13.068 -11.790 -12.003 -13.312 -8.576 -8.399 eV.
One value per record, in order, for calculated total energy: -26769.5925 -2171.0407 -43508.6346 -15817.9370 -8899.4026 -9498.1935 eV.